Record 1
The following is a quantum chemistry calculation of a molecular structure, C6H11NS2, from the Open Molecules 2025 dataset.

XYZ file:
```
20
Properties=species:S:1:pos:R:3:forces:R:3:mulliken_charge:R:1
C 3.479367 0.874407 0.273238 1.46 3.37 1.22 -0.693
C 1.209973 -0.696600 -0.655178 0.73 -2.35 -0.98 -0.722
C 0.305883 -0.887158 0.552677 1.22 0.08 0.56 -0.243
C -1.116823 -0.659759 0.144843 0.11 1.38 -1.98 -0.861
C -1.713670 0.739088 -0.224242 1.16 2.85 0.72 -0.194
C -4.223555 0.131282 -0.340934 4.20 -0.27 -1.49 0.416
H 2.695083 1.098966 1.072478 1.50 -0.12 -0.61 0.203
H 3.538667 1.927469 -0.366943 -0.37 -3.05 0.88 0.247
H 4.622348 0.814894 0.724281 -3.19 -0.11 -0.86 0.250
H 0.793879 0.156868 -1.114492 0.38 1.56 -0.66 0.309
H 1.071991 -1.467643 -1.519600 0.17 0.83 1.81 0.295
H 0.670853 -0.147571 1.331358 -0.71 -0.65 -0.67 0.176
H 0.262409 -1.875957 1.083553 0.77 0.65 -0.77 0.269
H -1.571211 -0.833732 1.041233 -2.20 -0.94 2.10 0.363
H -1.504217 -1.332969 -0.647336 0.64 0.00 0.61 0.393
H -1.780862 1.396961 0.847589 -0.10 -1.62 -3.11 0.221
H -1.049597 1.572314 -1.061069 -2.25 -2.99 2.43 0.293
N -3.036843 0.341131 -0.762994 -5.02 0.48 2.16 -0.389
S 3.045240 -0.710888 -0.400785 -0.53 -0.20 -0.84 -0.049
S -5.698909 -0.441112 0.022330 2.02 1.11 -0.50 -0.283
```
Positions in Å, forces in eV/Å.

Energy relative to the best compared isomer or geometry (same formula, charge and spin) in kcal/mol: 81.2



Record 2
The following is a quantum chemistry calculation of 2 unconnected molecules or ions with the total composition C6H11O, from the Open Molecules 2025 dataset.

XYZ file:
```
18
Properties=species:S:1:pos:R:3:forces:R:3:mulliken_charge:R:1
C -0.370498 1.418053 2.520432 0.31 0.04 0.20 -0.894
C 0.326760 1.031635 1.453351 -0.45 0.06 -0.66 0.248
C 1.165179 1.949073 0.658366 -0.62 -0.34 -0.13 -0.293
C 1.661936 1.525007 -0.506667 -0.18 0.25 0.02 -0.687
H -0.346260 2.447243 2.872565 0.09 -0.03 0.13 0.255
H -0.949552 0.707924 3.097915 -0.20 0.06 -0.10 0.280
H 0.164135 0.041749 0.960771 0.29 0.23 0.42 0.309
H 1.222500 2.988158 0.985576 0.45 -0.11 0.12 0.261
H 2.287635 2.171414 -1.117906 -0.13 -0.03 -0.04 0.257
H 1.327273 0.553130 -0.883069 0.38 -0.03 0.14 0.282
C -0.991663 -2.038232 -0.773267 1.37 -0.25 0.04 -0.504
O -0.060355 -1.076399 -0.508353 -0.41 0.00 -0.05 -0.780
C -1.272686 -2.107329 -2.301994 -0.25 0.45 1.23 -1.060
H -1.945069 -1.926699 -0.215716 -0.30 0.20 -0.13 0.251
H -0.599956 -3.028492 -0.418631 -0.28 -0.19 -0.28 0.229
H -2.009874 -2.872850 -2.568129 0.04 0.01 -0.20 0.363
H -0.314496 -2.233739 -2.796855 0.01 -0.16 -0.22 0.245
H -1.640091 -1.096012 -2.499338 -0.11 -0.15 -0.50 0.237
```
Positions in Å, forces in eV/Å.

Net charge: -1
Energy relative to the best compared isomer or geometry (same formula, charge and spin) in kcal/mol: 17.9



Record 3
The following is a quantum chemistry calculation of 2 unconnected molecules or ions with the total composition C6H11O, from the Open Molecules 2025 dataset.

XYZ file:
```
18
Properties=species:S:1:pos:R:3:forces:R:3:mulliken_spin:R:1
C -0.683166 2.255208 1.776227 0.34 -1.34 0.02 -0.006
O -1.897334 2.605036 2.194708 -0.06 0.37 1.11 0.000
C -0.786342 1.012344 0.853171 -2.00 0.59 -0.58 -0.021
C 0.430931 0.470307 0.196388 1.81 2.21 -0.63 -0.017
C 0.148261 -0.546093 -0.827051 -2.47 -0.72 -0.42 -0.089
C 0.795923 -0.900048 -2.012248 0.63 -0.35 2.96 0.683
C 1.033885 -2.406502 -1.967755 -1.87 -0.12 -1.26 -0.216
H -0.264419 3.070126 1.134673 0.81 -0.07 0.27 -0.002
H 0.190481 1.879415 2.590138 -1.31 1.05 -0.89 0.002
H -1.401536 1.393319 -0.019895 0.20 -0.40 0.86 0.012
H -1.425119 0.214867 1.351132 0.89 0.97 -0.37 0.023
H 1.240867 0.197988 0.886710 -0.29 -0.36 0.02 0.004
H 0.919490 1.325190 -0.339647 -0.25 -0.18 0.07 0.030
H -0.533917 -1.288545 0.806714 0.41 -1.64 0.12 0.355
H -0.955777 -0.922069 -0.651919 1.66 0.28 -0.69 0.079
H 1.650119 -2.767290 -1.134605 0.01 0.29 -0.09 0.073
H 0.045173 -3.004243 -1.915715 0.98 0.53 0.00 0.062
H 1.492480 -2.589010 -2.921026 0.51 -1.10 -0.49 0.025
```
Positions in Å, forces in eV/Å.

Net charge: -2
⟨S²⟩: 0.83
Multiplicity: 2
Energy relative to the best compared isomer or geometry (same formula, charge and spin) in kcal/mol: 106.2



Record 4
The following is a quantum chemistry calculation of 2 unconnected molecules or ions with the total composition C6H11O2PS, from the Open Molecules 2025 dataset.

XYZ file:
```
21
Properties=species:S:1:pos:R:3:forces:R:3:mulliken_charge:R:1
C -0.758542 1.111546 -0.456556 0.30 -1.08 1.92 0.679
C -1.737026 1.592196 -1.171125 -1.30 -0.98 -1.33 -0.747
C 1.545047 0.523828 0.322293 -1.98 1.28 2.37 -0.899
C 0.644618 0.207439 1.634703 0.98 -3.97 -3.74 -0.995
C 0.670567 1.537283 -0.484706 1.86 -0.52 0.23 -0.043
C -0.441792 -2.750376 0.205815 0.56 1.55 -0.04 -0.723
O 0.754883 2.802732 0.089906 -0.18 1.65 0.97 -0.556
O -0.658120 -1.383687 -0.278266 -0.65 -1.01 0.52 -0.193
P -0.970219 -0.201140 0.837753 -1.40 0.55 -1.16 -0.017
S -4.042923 -0.399216 0.281675 0.44 -0.21 0.43 -0.166
H -2.762015 1.163232 -1.194679 0.85 0.62 0.55 0.021
H -1.488675 2.191800 -2.011353 0.10 0.98 -0.54 0.288
H 2.454907 0.938125 0.724920 0.44 0.53 -0.37 0.441
H 1.782419 -0.308200 -0.275917 0.04 -1.32 -0.51 0.400
H 0.987896 -0.713097 2.161370 -0.05 0.91 -0.02 0.363
H 0.566870 1.038975 2.214394 -0.23 2.26 1.85 0.545
H 1.128659 1.574005 -1.449578 -0.20 -0.04 -1.17 0.414
H -0.763531 -3.541667 -0.444568 -0.43 0.21 -0.83 0.261
H -0.873745 -2.957455 1.176438 -0.06 0.30 0.38 0.313
H 0.622035 -2.698384 0.210240 1.00 -1.14 0.62 0.272
H 1.389072 3.404351 -0.319923 -0.07 -0.56 -0.09 0.340
```
Positions in Å, forces in eV/Å.

Energy relative to the best compared isomer or geometry (same formula, charge and spin) in kcal/mol: 87.0



Record 5
The following is a quantum chemistry calculation of 2 unconnected molecules or ions with the total composition C6H11O3, from the Open Molecules 2025 dataset.

XYZ file:
```
20
Properties=species:S:1:pos:R:3:forces:R:3:mulliken_charge:R:1
O -2.404382 -1.092774 0.353545 -0.15 -0.28 -0.10 -0.784
C -1.532869 -1.712406 1.024579 0.13 0.60 0.35 0.448
O -1.393601 -2.936454 1.169237 -0.16 -0.17 -0.13 -0.726
C -0.450328 -0.859116 1.743404 0.60 0.00 -0.75 -0.536
C 0.879168 -0.963498 0.909390 -1.51 -0.17 0.46 -0.866
C 0.743794 -0.208785 -0.388645 1.09 -0.37 0.88 -0.145
C 1.593991 0.756820 -0.710575 -0.46 0.49 -0.53 0.010
C 1.551861 1.490148 -2.031157 -0.13 -0.43 0.32 -1.130
H -0.314692 -1.256693 2.748891 0.15 -0.09 0.00 0.392
H -0.653127 0.213348 1.804944 -0.47 -0.09 0.02 0.250
H 1.679875 -0.614777 1.560223 0.38 0.10 -0.38 0.278
H 0.997976 -2.021115 0.665834 0.27 -0.07 0.21 0.361
H -0.027593 -0.581477 -1.050937 -0.09 0.23 -0.15 0.245
H 2.306673 1.102884 0.033151 0.16 -0.16 -0.03 0.299
H 2.389714 1.189333 -2.666281 0.03 0.12 -0.05 0.286
H 1.579909 2.573694 -1.907492 -0.02 0.01 -0.02 0.297
H 0.622387 1.207049 -2.526526 0.05 0.18 -0.17 0.296
H -2.714558 1.872529 0.178082 0.01 0.00 0.05 0.257
H -2.470084 0.440557 -0.320482 0.32 0.27 0.15 0.457
O -2.384113 1.400739 -0.589193 -0.20 -0.18 -0.13 -0.688
```
Positions in Å, forces in eV/Å.

Net charge: -1
Energy relative to the best compared isomer or geometry (same formula, charge and spin) in kcal/mol: 0.0



Record 6
The following is a quantum chemistry calculation of a single C6H11P molecule, from the Open Molecules 2025 dataset.

XYZ file:
```
18
Properties=species:S:1:pos:R:3:forces:R:3:mulliken_charge:R:1
C -0.318580 -0.243970 -2.528884 0.12 0.01 -0.12 -0.782
C 0.625101 -0.752683 -1.720363 0.27 1.34 1.90 -0.302
C 0.897789 -0.455706 -0.176142 -3.18 -0.65 -2.20 0.161
C -0.483490 1.519456 0.309529 -2.53 -1.90 -4.53 -1.341
C -0.520505 -0.441224 1.908228 -0.46 0.60 3.31 -1.800
C -0.381013 -0.020344 0.500271 -1.17 0.31 -0.59 0.783
P 2.368791 -0.730576 0.476163 2.10 -0.83 -0.40 -0.062
H -0.217100 -0.377885 -3.605887 -0.02 -0.59 0.23 0.246
H -1.204388 0.364078 -2.318895 0.62 -0.05 0.61 0.268
H 1.326516 -1.431636 -2.144625 0.74 -0.15 -0.42 0.361
H 0.301700 1.962017 0.733995 2.83 1.93 2.45 0.495
H -1.470866 2.027543 0.474640 0.97 -0.71 0.08 0.287
H -0.179196 1.615375 -0.804971 -1.01 0.43 1.56 0.344
H 0.097382 0.057620 2.768244 -1.18 -0.11 -1.84 0.301
H -1.617070 -0.416034 2.152921 1.04 0.27 0.24 0.368
H -0.228017 -1.449447 2.066616 0.15 -1.26 -0.24 0.510
H -1.285785 -0.535919 0.006284 1.48 0.85 0.19 0.203
H 2.288731 -0.690665 1.902875 -0.77 0.48 -0.22 -0.039
```
Positions in Å, forces in eV/Å.

Energy relative to the best compared isomer or geometry (same formula, charge and spin) in kcal/mol: 40.5



Record 7
The following is a quantum chemistry calculation of a single C6H11P molecule, from the Open Molecules 2025 dataset.

XYZ file:
```
18
Properties=species:S:1:pos:R:3:forces:R:3:mulliken_charge:R:1
C 1.141090 -0.252372 0.012915 -1.58 -0.57 0.53 -0.631
C 2.324169 -0.197763 -0.151029 0.69 0.46 0.52 0.137
C -0.783941 0.925153 0.966690 -3.22 -0.27 -0.52 -1.382
C -0.522602 0.148420 -1.501749 0.02 1.59 -0.42 -1.519
C -1.126302 -1.503646 0.351701 -0.47 2.12 -0.86 -1.261
C -0.341725 -0.182650 -0.015371 0.29 -0.23 -0.06 1.561
P 4.007056 0.265345 0.068733 -1.42 3.06 0.25 -0.118
H -1.945306 0.879606 1.140259 1.86 -0.79 0.02 0.285
H -0.878671 1.931645 0.518172 1.61 -0.16 0.51 0.369
H -0.279343 0.699447 1.915258 -0.15 1.06 -0.20 0.370
H -1.588386 0.080514 -1.787088 0.19 1.11 0.19 0.402
H -0.138885 -0.644392 -2.129826 0.74 -0.16 0.02 0.411
H 0.097984 1.151163 -1.707775 -1.93 -2.13 0.02 0.347
H -2.177317 -1.270115 -0.019130 1.11 -0.51 0.56 0.281
H -0.707947 -2.276656 -0.310815 -0.21 -0.38 1.08 0.385
H -1.180693 -1.561232 1.468859 0.36 -0.84 -1.13 0.358
H 4.397481 -0.249062 -1.080987 1.15 -0.97 -2.14 0.005
H 4.309175 -0.780758 0.788209 0.97 -2.39 1.62 0.002
```
Positions in Å, forces in eV/Å.

Energy relative to the best compared isomer or geometry (same formula, charge and spin) in kcal/mol: 48.8



Record 8
The following is a quantum chemistry calculation of a molecular structure, C6H11P, from the Open Molecules 2025 dataset.

XYZ file:
```
18
Properties=species:S:1:pos:R:3:forces:R:3:mulliken_charge:R:1
C 1.231592 0.771313 -0.563583 2.56 -4.96 -0.71 -0.961
C 0.183368 1.619923 -0.053353 -3.95 1.53 -3.08 -0.491
C 0.056956 -0.181388 1.539750 0.20 -1.33 1.78 -1.013
C 0.530267 -0.453940 0.131610 0.48 0.54 -0.98 1.211
C -0.645102 0.404320 0.435683 -3.22 0.84 -1.11 -0.215
C 0.642778 -1.833846 -0.390150 0.80 -2.70 1.18 -1.392
P -2.989382 0.183976 -0.099057 3.40 0.42 1.60 0.053
H 1.307733 0.453089 -1.628332 -0.73 0.93 0.33 0.336
H 2.291901 0.740664 -0.281367 -0.14 1.11 0.43 0.297
H 0.477840 2.293165 0.649913 0.66 1.83 2.37 0.323
H -0.337400 2.244862 -0.869204 0.65 -0.94 1.12 0.287
H -0.337999 -1.139469 1.896335 -0.14 0.45 0.06 0.297
H 0.504851 0.382679 2.365471 0.28 0.07 -0.56 0.226
H 0.896523 -2.570805 0.498921 -0.93 1.19 -1.70 0.321
H 1.587978 -1.902651 -0.953213 -0.52 0.00 -0.32 0.382
H -0.225298 -2.257845 -0.997563 1.10 0.76 0.80 0.269
H -2.562797 -0.267360 -1.335282 0.08 -0.09 -0.80 0.026
H -2.613809 1.513312 -0.346583 -0.59 0.34 -0.41 0.043
```
Positions in Å, forces in eV/Å.

Energy relative to the best compared isomer or geometry (same formula, charge and spin) in kcal/mol: 80.7



Record 9
The following is a quantum chemistry calculation of a single C6H12 molecule, from the Open Molecules 2025 dataset.

XYZ file:
```
18
Properties=species:S:1:pos:R:3:forces:R:3:mulliken_charge:R:1
C 2.366176 -0.135731 0.066984 0.05 0.04 0.00 -1.177
C 1.055594 -0.906357 -0.081585 -0.03 -0.03 0.00 -0.638
C -0.099859 -0.001214 -0.482487 0.11 -0.02 -0.05 0.342
C -1.528795 -0.597378 -0.505603 -0.05 -0.13 -0.06 -0.823
C -2.045023 0.655198 0.239593 -0.16 0.06 0.04 -0.448
C -0.583106 1.035548 0.563553 0.10 0.10 0.10 -0.828
H 2.646324 0.343379 -0.878813 -0.04 -0.07 0.13 0.318
H 2.271267 0.654228 0.822188 0.01 -0.12 -0.11 0.290
H 3.191224 -0.789982 0.368321 -0.13 0.09 -0.04 0.358
H 1.172680 -1.709400 -0.822475 -0.02 0.12 0.08 0.300
H 0.805646 -1.398361 0.870046 0.02 0.08 -0.13 0.315
H 0.134028 0.488294 -1.437920 -0.05 -0.05 0.14 0.308
H -1.965880 -0.808330 -1.486353 0.07 0.02 0.14 0.312
H -1.599722 -1.504238 0.105720 0.03 0.12 -0.06 0.271
H -2.705128 0.480851 1.094545 0.07 0.05 -0.15 0.288
H -2.527926 1.374539 -0.429287 0.09 -0.11 0.08 0.230
H -0.295002 0.738992 1.579343 -0.04 0.02 -0.13 0.276
H -0.292499 2.079963 0.414231 -0.04 -0.16 0.02 0.306
```
Positions in Å, forces in eV/Å.

Energy relative to the best compared isomer or geometry (same formula, charge and spin) in kcal/mol: 20.8



Record 10
The following is a quantum chemistry calculation of 2 unconnected molecules or ions with the total composition C6H12, from the Open Molecules 2025 dataset.

XYZ file:
```
18
Properties=species:S:1:pos:R:3:forces:R:3:mulliken_charge:R:1
C -2.521855 -1.036435 -0.146236 -0.07 0.01 0.01 -1.146
C -1.118408 -0.763129 0.309555 0.07 0.11 0.16 0.079
C -0.787022 0.047740 1.312727 -0.08 -0.13 -0.13 -0.175
C 0.617931 0.310172 1.772190 0.07 -0.02 -0.01 -1.071
C 2.534789 0.615353 -1.447380 -0.13 0.04 -0.05 -0.426
C 1.273874 0.834304 -1.803100 0.15 -0.01 0.05 -0.487
H -3.248355 -0.456063 0.432188 0.11 -0.08 -0.08 0.307
H -2.772303 -2.099015 -0.038118 0.05 0.15 -0.02 0.287
H -2.650965 -0.785117 -1.206102 0.03 -0.04 0.14 0.276
H -0.321439 -1.274107 -0.234839 -0.10 0.07 0.10 0.324
H 0.754081 0.013592 2.819496 -0.03 0.05 -0.15 0.391
H -1.581295 0.564775 1.855383 0.09 -0.07 -0.09 0.244
H 0.864824 1.378147 1.709387 -0.05 -0.15 0.01 0.299
H 1.340726 -0.243072 1.163474 -0.13 0.07 0.10 0.178
H 2.885636 0.817796 -0.437766 -0.07 -0.02 -0.16 0.234
H 3.270403 0.227944 -2.148246 -0.13 0.06 0.08 0.237
H 0.535693 1.211948 -1.099147 0.14 -0.06 -0.10 0.230
H 0.923684 0.635166 -2.813466 0.08 0.02 0.14 0.219
```
Positions in Å, forces in eV/Å.

Energy relative to the best compared isomer or geometry (same formula, charge and spin) in kcal/mol: 41.5



Question: Among the records above, which one has the lowest energy relative to the best compared isomer or geometry (same formula, charge and spin)?
Answer: C6H11O3